[1]
The following is a quantum chemistry calculation of a 14-piece molecular cluster, C21H70NO13 overall at a distorted geometry, from the OMol25 dataset.

Each line ends with the Löwdin charge.
Geometry (Å):
C 5.391 -1.347 3.149  0.086
C 5.682 -0.207 2.534  -0.134
N 5.737 -0.151 1.069  0.070
C 4.599 0.597 0.405  -0.105
C 3.228 0.405 1.085  -0.188
C 2.912 1.599 1.991  -0.182
C 1.623 1.490 2.851  -0.185
C 0.942 0.119 2.925  -0.262
C 0.013 -0.178 1.736  -0.086
H 4.912 -1.312 4.119  0.087
H 5.666 -2.302 2.709  0.093
H 5.866 0.688 3.112  0.130
H 6.600 0.338 0.809  0.186
H 5.835 -1.087 0.673  0.184
H 4.813 1.660 0.320  0.136
H 4.498 0.206 -0.608  0.117
H 2.508 0.373 0.268  0.108
H 3.180 -0.555 1.596  0.103
H 2.801 2.469 1.338  0.115
H 3.760 1.821 2.642  0.095
H 1.906 1.750 3.876  0.105
H 0.883 2.236 2.561  0.109
H 1.645 -0.697 3.114  0.092
H 0.301 0.142 3.811  0.109
H -0.391 -1.185 1.862  0.075
H 0.546 -0.171 0.785  0.054
H -0.799 0.546 1.770  0.060
C -1.778 2.714 -0.382  -0.138
O -1.987 2.487 1.008  -0.165
H -1.599 1.749 -0.855  0.079
H -2.655 3.179 -0.837  0.064
H -0.908 3.358 -0.544  0.078
H -2.146 3.353 1.414  0.048
C -5.801 1.516 1.111  -0.162
O -4.671 2.217 1.615  -0.136
H -6.689 1.886 1.616  0.074
H -5.913 1.681 0.034  0.077
H -5.708 0.443 1.307  0.070
H -3.876 1.889 1.167  0.039
C 3.627 1.107 -3.473  -0.157
O 2.618 0.108 -3.561  -0.129
H 3.432 1.697 -2.578  0.072
H 4.614 0.640 -3.394  0.067
H 3.603 1.765 -4.343  0.077
H 2.797 -0.406 -4.357  0.059
C -8.621 -1.100 0.429  -0.141
O -8.831 -0.178 1.497  -0.135
H -8.653 -0.538 -0.501  0.081
H -7.645 -1.582 0.520  0.074
H -9.402 -1.864 0.411  0.078
H -8.796 -0.675 2.320  0.085
C 5.273 -2.016 -5.663  -0.145
O 3.985 -1.879 -6.261  -0.127
H 5.454 -1.115 -5.080  0.064
H 5.293 -2.882 -4.997  0.078
H 6.062 -2.113 -6.411  0.083
H 3.812 -2.668 -6.781  0.085
C -3.516 5.959 0.753  -0.119
O -2.623 5.212 1.587  -0.133
H -4.010 5.263 0.087  0.063
H -4.264 6.468 1.364  0.084
H -2.963 6.690 0.159  0.082
H -2.183 5.825 2.180  0.085
C -12.697 0.170 2.218  -0.165
O -11.549 0.851 2.704  -0.128
H -13.564 0.564 2.743  0.076
H -12.829 0.338 1.145  0.075
H -12.630 -0.905 2.410  0.073
H -10.781 0.502 2.239  0.029
C 2.223 -3.185 -2.197  -0.153
O 2.636 -3.606 -3.487  -0.117
H 2.178 -4.051 -1.539  0.062
H 2.943 -2.465 -1.793  0.062
H 1.233 -2.726 -2.250  0.085
H 2.670 -2.815 -4.033  0.045
C 3.245 -6.747 -0.385  -0.163
O 3.655 -7.185 -1.677  -0.118
H 3.201 -7.611 0.271  0.082
H 3.965 -6.025 0.015  0.071
H 2.252 -6.293 -0.441  0.055
H 3.687 -6.419 -2.256  0.062
C -0.563 -7.391 0.298  -0.158
O 0.254 -7.205 1.455  -0.137
H -0.020 -8.017 -0.405  0.078
H -1.499 -7.881 0.574  0.077
H -0.778 -6.427 -0.171  0.073
H -0.242 -6.651 2.062  0.069
C 0.686 2.652 -5.496  -0.148
O 0.573 3.583 -4.423  -0.125
H 0.573 3.193 -6.431  0.082
H 1.665 2.168 -5.484  0.053
H -0.099 1.895 -5.426  0.082
H 0.670 3.092 -3.604  0.059
C -4.518 5.664 -3.139  -0.138
O -3.601 4.953 -2.308  -0.150
H -5.467 5.714 -2.612  0.081
H -4.164 6.680 -3.330  0.079
H -4.666 5.147 -4.089  0.077
H -2.761 4.909 -2.774  0.075
C 7.220 -0.755 6.102  -0.192
O 8.157 -0.685 7.159  -0.103
H 7.647 -1.401 5.336  0.073
H 6.272 -1.186 6.441  0.076
H 7.039 0.237 5.670  0.069
H 7.795 -0.119 7.847  0.081

Summary:
LUMO level: -3.319 eV
max |F|: 1.92 eV/Å
E_tot: -51006.1057 eV
net charge: +1

[2]
The following is a quantum chemistry calculation of C33H63BrF7N2O14P3S2Ta as an isolated structure at a distorted geometry, from the OMol25 dataset.

Each line ends with the Löwdin charge.
Geometry (Å):
C 4.791 -7.643 8.504  -0.148
C 3.827 -7.198 7.251  -0.202
C 4.395 -7.129 5.686  -0.054
C 3.502 -6.658 4.395  -0.047
C 1.896 -6.223 4.568  -0.219
C 1.024 -5.731 3.249  -0.369
Ta -0.385 -3.918 3.706  1.621
N -1.241 -4.187 1.661  -0.244
C -1.948 -5.484 4.470  -0.378
C -3.100 -4.853 5.450  -0.382
C -2.550 -4.738 7.009  -0.600
Br -3.130 -6.436 7.967  0.472
N -1.809 -2.230 3.998  -0.170
C -1.666 -1.770 5.310  -0.753
S -1.427 -1.302 6.950  0.510
S 1.218 -2.217 2.663  0.632
O 0.584 -0.773 2.664  -0.460
O 1.319 -2.601 1.135  -0.462
C 2.968 -2.274 3.325  -0.299
F 3.813 -1.509 2.334  -0.027
F 3.437 -3.676 3.254  -0.017
C 3.191 -1.535 4.772  -0.116
F 2.010 -0.805 5.292  0.021
F 4.270 -0.493 4.594  0.012
C 3.717 -2.519 5.978  -0.132
F 3.985 -1.612 7.157  0.009
F 2.624 -3.437 6.444  0.010
F 5.001 -3.209 5.704  0.047
C 1.308 -6.301 6.110  -0.058
C 2.224 -6.769 7.428  -0.027
H 4.635 -8.757 8.862  0.076
H 5.936 -7.574 8.180  0.075
H 4.661 -6.872 9.404  0.084
H 5.513 -7.449 5.539  0.071
H 4.056 -6.640 3.345  0.090
H 0.299 -6.583 2.832  0.063
H 1.733 -5.430 2.342  0.053
H 0.290 -3.695 5.415  -0.085
H -0.466 -4.501 1.018  -0.023
H -1.933 -4.968 1.651  -0.039
H -1.443 -6.425 5.001  0.054
H -2.500 -5.938 3.519  0.051
H -3.980 -5.658 5.489  0.076
H -3.596 -3.865 5.050  0.088
H -1.384 -4.573 7.075  0.045
H -3.169 -3.845 7.504  0.062
H 0.200 -5.987 6.366  0.038
H 1.796 -6.788 8.531  0.083
O -2.782 4.657 -1.536  -0.214
P -1.610 4.362 -0.568  0.786
O -2.027 2.762 -0.388  -0.239
C -2.158 1.941 -1.539  -0.298
C -0.812 1.374 -1.942  -0.066
O -2.402 4.970 0.760  -0.249
C -2.943 6.279 0.682  -0.312
C -4.457 6.190 0.690  -0.080
O -0.301 4.032 0.514  -0.309
C -0.468 3.291 1.716  -0.277
C 0.308 1.989 1.609  -0.074
H -2.607 2.483 -2.374  0.092
H -2.837 1.124 -1.280  0.121
H -0.099 2.176 -2.157  0.067
H -0.911 0.743 -2.830  0.069
H -0.388 0.773 -1.134  0.079
H -2.582 6.806 -0.206  0.100
H -2.600 6.836 1.558  0.115
H -4.825 5.593 -0.150  0.071
H -4.908 7.186 0.635  0.073
H -4.807 5.696 1.604  0.079
H -1.517 3.099 1.962  0.114
H -0.051 3.901 2.524  0.119
H 0.990 1.981 0.752  0.078
H -0.382 1.146 1.498  0.065
H 0.885 1.810 2.520  0.071
O 5.549 5.055 -2.577  -0.205
P 4.527 6.215 -2.657  0.791
O 3.213 5.202 -2.529  -0.248
C 3.122 4.313 -1.426  -0.286
C 2.493 5.008 -0.236  -0.076
O 4.596 6.316 -4.314  -0.254
C 5.867 6.449 -4.928  -0.312
C 6.184 5.176 -5.691  -0.079
O 3.384 7.511 -2.746  -0.286
C 2.226 7.456 -3.569  -0.294
C 0.989 7.452 -2.687  -0.074
H 4.097 3.903 -1.154  0.104
H 2.492 3.474 -1.735  0.118
H 3.080 5.883 0.061  0.077
H 2.424 4.325 0.615  0.078
H 1.489 5.361 -0.481  0.047
H 6.644 6.674 -4.192  0.102
H 5.816 7.293 -5.623  0.114
H 6.190 4.306 -5.027  0.073
H 7.160 5.248 -6.182  0.074
H 5.420 4.984 -6.452  0.078
H 2.219 6.599 -4.249  0.112
H 2.233 8.360 -4.186  0.118
H 1.220 7.703 -1.646  0.080
H 0.520 6.463 -2.698  0.063
H 0.246 8.161 -3.063  0.072
O -2.627 -2.807 -6.906  -0.208
P -2.898 -1.308 -6.628  0.794
O -4.318 -1.611 -5.815  -0.250
C -4.313 -2.500 -4.708  -0.298
C -3.936 -1.764 -3.438  -0.074
O -3.536 -1.025 -8.135  -0.254
C -2.779 -1.408 -9.271  -0.311
C -3.474 -2.567 -9.962  -0.080
O -3.201 0.366 -6.317  -0.284
C -4.476 0.963 -6.513  -0.294
C -5.028 1.408 -5.168  -0.068
H -3.642 -3.345 -4.870  0.101
H -5.325 -2.903 -4.611  0.120
H -2.946 -1.307 -3.531  0.070
H -3.930 -2.447 -2.586  0.083
H -4.645 -0.958 -3.234  0.069
H -1.753 -1.670 -8.996  0.103
H -2.730 -0.550 -9.947  0.115
H -3.582 -3.424 -9.290  0.072
H -2.915 -2.886 -10.848  0.074
H -4.486 -2.279 -10.268  0.077
H -5.186 0.308 -7.025  0.111
H -4.321 1.838 -7.152  0.118
H -4.270 1.380 -4.378  0.070
H -5.855 0.757 -4.865  0.072
H -5.430 2.423 -5.234  0.073

Summary:
LUMO level: -1.065 eV
max |F|: 10.14 eV/Å
E_tot: -207018.6992 eV
net charge: -1

[3]
The following is a quantum chemistry calculation of C6H7N3O3S as an isolated structure at a distorted geometry, from the OMol25 dataset.

Each line ends with the Löwdin charge.
Geometry (Å):
C -3.233 -1.410 -0.301  -0.245
C -0.790 -1.200 -0.362  -0.314
C 0.101 -0.056 -0.302  -0.378
C -2.131 -0.728 -0.797  -0.199
C 3.193 0.746 0.949  -0.026
C 2.349 0.785 -0.343  -0.168
N -4.029 -2.016 0.214  0.214
N -0.383 1.133 -0.118  0.013
N -0.533 -2.198 0.327  0.251
O -2.409 1.138 1.392  -0.258
O -2.604 2.046 -0.905  -0.292
O 1.378 -0.299 -0.429  0.029
S -1.998 1.103 0.016  0.702
H -2.074 -0.652 -1.831  0.124
H 2.488 0.772 1.774  0.083
H 3.526 -0.276 0.981  0.086
H 3.732 1.573 1.062  0.034
H 3.015 0.726 -1.201  0.118
H 1.684 1.713 -0.488  0.134
H -1.284 -2.900 0.362  0.093

Summary:
LUMO level: -0.675 eV
max |F|: 6.34 eV/Å
E_tot: -27780.4134 eV
energy relative to the best compared isomer or geometry (same formula, charge and spin): 0.0 kJ/mol
net charge: 0